A structure of composition C51H48Cl2N6NiO2PSTe. Source: the OMol25 dataset; level of theory: ωB97M-V/def2-TZVPD.

ORCA input file:
```
! wB97M-V def2-TZVPD RIJCOSX def2/J DEFGRID3
* xyz 1 3
Ni -0.02934 0.77623 0.00792
N -2.59152 2.30627 0.85561
P -1.03574 2.43062 1.54032
C -0.72314 4.22385 1.47374
C 0.11415 4.71113 0.47465
C 0.29814 6.07743 0.31408
C -0.36302 6.96268 1.15044
C -1.20577 6.48474 2.14787
C -1.39024 5.12127 2.30854
C -1.39868 2.10460 3.29040
C -0.59905 2.64758 4.29743
C -0.78124 2.26809 5.61682
C -1.76608 1.34538 5.94981
C -2.58477 0.82453 4.96061
C -2.39718 1.19632 3.63564
C -2.66882 2.19661 -0.52590
C -3.87230 2.31650 -1.21392
C -3.84245 2.23786 -2.59090
C -2.62983 2.06212 -3.24839
C -1.49289 1.92662 -2.48735
N -1.50800 1.98511 -1.14737
H -3.40117 2.67634 1.32932
H 0.61608 4.02000 -0.19283
H 0.95951 6.44650 -0.45878
H -0.22342 8.02859 1.02808
H -1.71469 7.17714 2.80544
H -2.04871 4.75677 3.08794
H 0.15235 3.38699 4.04993
H -0.15344 2.69271 6.38953
H -1.90294 1.04818 6.98112
H -3.36830 0.12286 5.21640
H -3.02695 0.77215 2.86299
H -4.79677 2.47204 -0.67387
H -4.76320 2.31217 -3.15472
H -2.57074 1.99340 -4.32322
H -0.53472 1.74002 -2.95008
C -0.58266 -6.02014 -1.16019
C -0.48730 -4.52326 -1.32014
C -1.34216 -3.82700 -2.18262
C -1.32157 -2.45217 -2.32796
C -2.14605 -1.79650 -3.38474
O -1.73716 -0.83777 -4.00631
C -3.50499 -2.35316 -3.71074
C -4.29384 -3.02283 -2.77896
C -5.56278 -3.46587 -3.12416
C -6.05504 -3.23894 -4.40082
C -5.27947 -2.55827 -5.33151
C -4.01339 -2.11679 -4.98598
C -0.40682 -1.66587 -1.55168
O -0.45162 -0.38978 -1.57108
C 0.56140 -2.39338 -0.78171
C 0.47665 -3.78905 -0.66738
C 1.74828 -1.66728 -0.37610
N 1.70813 -0.38858 -0.19587
C 2.91752 0.43492 -0.35628
C 2.45907 1.79167 -0.89700
Te 3.67422 3.45240 -0.27528
C 5.45085 2.61168 -1.04267
C 5.92802 3.00614 -2.28861
C 7.12855 2.49482 -2.76370
C 7.85073 1.58913 -2.00037
C 7.37016 1.18604 -0.76223
C 6.17521 1.70062 -0.27862
C 3.04191 -2.40486 -0.28836
C 3.82306 -2.28304 0.85709
C 5.00840 -2.99113 0.97938
C 5.43326 -3.81292 -0.05588
C 4.66615 -3.92895 -1.20712
C 3.47145 -3.23440 -1.32120
H -1.32785 -6.43612 -1.83706
H -0.86785 -6.29099 -0.14190
H 0.37184 -6.50388 -1.37305
H -2.02322 -4.40257 -2.79907
H -3.92647 -3.17783 -1.77250
H -6.16846 -3.98930 -2.39554
H -7.04530 -3.58429 -4.66772
H -5.66389 -2.36969 -6.32518
H -3.39546 -1.58582 -5.69788
H 1.20478 -4.30558 -0.04934
H 3.60646 -0.03505 -1.06002
H 3.45472 0.55661 0.58433
H 1.43577 1.97318 -0.51809
H 2.39984 1.78999 -1.98369
H 5.36739 3.71246 -2.88689
H 7.50248 2.81178 -3.72840
H 8.79266 1.20317 -2.36711
H 7.93173 0.48092 -0.16307
H 5.81345 1.39529 0.69567
H 3.49689 -1.63786 1.66348
H 5.60000 -2.90149 1.88148
H 6.36131 -4.36152 0.03514
H 4.99697 -4.56631 -2.01630
H 2.86998 -3.32853 -2.21677
C -5.11891 -1.96925 2.18901
C -4.19250 -2.13905 0.98180
C -2.77907 -1.78285 1.29665
N -2.16036 -0.76505 0.83014
N -0.86516 -0.64594 1.29282
C -0.53744 -1.59191 2.13149
N 0.65763 -1.65141 2.74725
S -1.80814 -2.72191 2.41504
H -6.12952 -2.28575 1.93578
H -5.16073 -0.92550 2.50363
H -4.78036 -2.56846 3.03533
H -4.50825 -1.49949 0.15732
H -4.22986 -3.17457 0.63533
H 1.36102 -0.99644 2.44151
H 0.95333 -2.48758 3.21704
Cl 4.43691 0.40917 3.48016
C 3.22023 1.66419 3.73271
Cl 1.91676 1.56977 2.52945
H 3.69545 2.63258 3.62621
H 2.77793 1.52602 4.71229
*
```

Values from the calculation:
Kohn-Sham gap (spin up / spin down) ... 7.63 / 7.31 eV
E ... -5887.3797 a.u.
E_LUMO (spin up / spin down) ... -2.0 / -2.3 eV

A structure of composition C51H48IrN5P2S2. Source: the OMol25 dataset; level of theory: ωB97M-V/def2-TZVPD.

ORCA input file:
```
! wB97M-V def2-TZVPD RIJCOSX def2/J DEFGRID3
* xyz 1 2
Ir -0.47671 0.68469 1.83337
C -3.62855 0.11184 2.27236
N -2.78511 0.91550 1.35162
C -3.02029 0.51194 -0.04497
C -2.54739 -0.89276 -0.35566
N -1.08089 -1.07110 -0.29947
C 0.61706 0.37039 -1.24845
C -0.78066 -2.41705 0.17121
C -0.78597 -3.51915 -0.67745
C -0.52772 -4.80236 -0.24180
C -0.26191 -5.00684 1.10674
C -0.30862 -3.93770 1.98196
C -0.58504 -2.62761 1.54886
S -0.76177 -1.42298 2.82023
C -3.05493 2.31844 1.61750
C -3.92993 3.06344 0.83348
C -4.26482 4.36286 1.18708
C -3.72439 4.92407 2.33516
C -2.83105 4.19372 3.10848
C -2.47325 2.88749 2.75907
S -1.31914 2.00092 3.74323
H -4.68096 0.18846 1.97158
H -3.51459 0.49413 3.28219
H -3.31816 -0.92777 2.28010
H -2.51012 1.21631 -0.70973
H -4.09348 0.53655 -0.27100
H -2.91471 -1.16026 -1.34114
H -2.98417 -1.58699 0.35524
H 1.41293 0.31564 -1.98825
H 1.05301 0.18151 -0.27531
H 0.22131 1.38470 -1.25321
H -0.98629 -3.37353 -1.72227
H -0.54376 -5.63237 -0.94087
H -0.04284 -6.00225 1.47724
H -0.14447 -4.09314 3.04345
H -4.37480 2.63254 -0.05753
H -4.97236 4.91780 0.58030
H -4.00122 5.93048 2.63253
H -2.39180 4.62409 4.00147
N 1.86448 2.55441 2.60452
P 1.79772 0.85407 2.55206
C 3.54650 0.46295 2.15877
C 3.90335 -0.14807 0.96181
C 5.24189 -0.38926 0.66739
C 6.22705 -0.01254 1.56638
C 5.87778 0.59849 2.76727
C 4.54273 0.83040 3.06683
C 1.78442 0.35236 4.29798
C 1.95955 -1.00611 4.56415
C 1.82336 -1.48626 5.85626
C 1.50245 -0.61224 6.88916
C 1.34347 0.74060 6.63069
C 1.48237 1.22589 5.33537
C 1.06597 3.35739 1.83679
C 1.26916 4.74315 1.81194
C 0.42567 5.52815 1.06758
C -0.59123 4.92643 0.32721
C -0.69964 3.56036 0.37742
N 0.09636 2.77493 1.12090
H 2.65088 3.00666 3.04121
H 3.13414 -0.44071 0.25257
H 5.51351 -0.86920 -0.26652
H 7.27035 -0.19529 1.33661
H 6.64634 0.88996 3.47350
H 4.27121 1.28126 4.01547
H 2.19646 -1.68565 3.75228
H 1.94779 -2.54393 6.05815
H 1.36799 -0.98928 7.89665
H 1.09523 1.42107 7.43650
H 1.33737 2.27994 5.13248
H 2.07931 5.17727 2.38635
H 0.55797 6.60376 1.05144
H -1.27742 5.50860 -0.27248
H -1.45859 3.05075 -0.20032
N -0.44441 -0.62187 -1.52113
P -0.32363 -1.38499 -3.04778
C 1.03630 -2.56538 -2.87445
C 1.19014 -3.55211 -3.85430
C 2.14169 -4.54907 -3.69663
C 2.91267 -4.58164 -2.54316
C 2.70830 -3.63749 -1.54178
C 1.75556 -2.64292 -1.69308
C -2.03771 -1.58253 -3.65195
C -2.79050 -2.74250 -3.42508
C -3.98462 -2.95714 -4.09108
C -4.43883 -2.04218 -5.03020
C -3.66110 -0.93348 -5.32102
C -2.45502 -0.72278 -4.66888
C 0.38303 -0.06443 -4.06748
C -0.13625 1.23364 -4.00606
C 0.36746 2.23087 -4.81765
C 1.39973 1.95303 -5.70909
C 1.93362 0.67651 -5.76545
C 1.43351 -0.32964 -4.94508
H 0.56824 -3.53191 -4.74472
H 2.27315 -5.29823 -4.46629
H 3.66507 -5.35027 -2.41588
H 3.29389 -3.67185 -0.63233
H 1.60446 -1.92974 -0.89338
H -2.48813 -3.48159 -2.70478
H -4.56396 -3.84472 -3.87201
H -5.37781 -2.20364 -5.54423
H -3.99016 -0.21754 -6.06412
H -1.87214 0.14062 -4.94333
H -0.93883 1.46101 -3.31137
H -0.04856 3.22918 -4.76291
H 1.79286 2.73285 -6.34848
H 2.74033 0.45319 -6.45197
H 1.87328 -1.31518 -4.99456
*
```

Values from the calculation:
Kohn-Sham gap (spin up / spin down) ... 4.84 / 5.71 eV
E ... -3829.2334 a.u.
E_LUMO (spin up / spin down) ... -3.0 / -3.0 eV

A cluster of 2 separate species, C51H48N3O3 in total. Source: the OMol25 dataset; level of theory: ωB97M-V/def2-TZVPD.

ORCA input file:
```
! wB97M-V def2-TZVPD RIJCOSX def2/J DEFGRID3
* xyz 1 1
C 0.49902 3.75017 1.01162
C -0.74906 3.01087 0.66277
C -0.65324 1.66711 0.27632
C -1.65714 1.07525 -0.49048
C -1.48244 -0.31781 -1.01770
C -2.74303 1.90390 -0.81059
N -3.28650 1.83786 -2.13500
C -4.05229 0.80549 -2.63417
C -4.67689 -0.16065 -1.75359
C -4.81435 -1.48940 -2.21267
C -5.15285 -2.48634 -1.30328
C -5.42518 -2.15267 0.03007
C -5.43189 -0.81776 0.45160
C -5.07573 0.18202 -0.44432
N -4.12135 0.85929 -3.93972
N -3.40000 2.00454 -4.31281
C -3.62081 2.38692 -5.68572
C -4.95745 2.37490 -6.13771
C -6.13890 2.22237 -5.23594
C -5.20208 2.46871 -7.51100
C -4.17154 2.58246 -8.44862
C -4.47327 2.67337 -9.92021
C -2.85853 2.57484 -7.98209
C -2.56159 2.44593 -6.62540
C -1.13750 2.27819 -6.23689
C -2.78470 2.52170 -3.22081
C -1.91247 3.68889 -2.93908
O -2.22600 4.55913 -2.09076
C -0.52827 3.79892 -3.51444
C -0.13728 5.16902 -3.90097
C 0.42300 2.82256 -3.06590
C 0.23803 1.43790 -3.28998
C 1.15526 0.51041 -2.80948
C 2.23831 0.93699 -2.03696
C 2.42984 2.29868 -1.78174
C 1.58770 3.23740 -2.35924
C -3.04327 3.07992 -0.10867
C -4.34488 3.81489 -0.25505
C -2.01091 3.62067 0.65629
H 0.24103 4.72264 1.44119
H 1.09846 3.16110 1.72655
H 1.13705 3.94940 0.13165
H 0.26208 1.10597 0.48542
H -1.42734 -0.34811 -2.11716
H -0.53295 -0.71824 -0.63808
H -2.29171 -0.98192 -0.68397
H -4.58382 -1.69998 -3.25622
H -5.19603 -3.52317 -1.63452
H -5.65813 -2.93447 0.75088
H -5.70124 -0.55286 1.47589
H -5.07392 1.22833 -0.13627
H -7.04036 2.33411 -5.84669
H -6.17136 1.23463 -4.76399
H -6.18538 2.98330 -4.44885
H -6.23536 2.43898 -7.86496
H -3.55851 2.86628 -10.49199
H -4.91309 1.73809 -10.29445
H -5.19489 3.47356 -10.13307
H -2.03282 2.63816 -8.69296
H -0.48629 2.60473 -7.05389
H -0.88767 2.89310 -5.36751
H -0.87089 1.23875 -6.00427
H 0.83691 5.16686 -4.40265
H -0.89637 5.57655 -4.58033
H -0.11010 5.81041 -3.00762
H -0.60700 1.13270 -3.91372
H 1.00960 -0.54604 -3.04051
H 2.94234 0.20441 -1.64969
H 3.25262 2.63352 -1.14221
H 1.76768 4.31362 -2.25757
H -4.79694 3.98395 0.73237
H -4.19456 4.79744 -0.71862
H -5.06878 3.24933 -0.84582
H -2.15762 4.60931 1.10108
C -9.00039 6.63140 2.92748
O -8.30749 5.38175 3.14143
C -7.02374 5.42586 3.58630
C -6.28444 4.21402 3.56943
C -4.91746 4.24419 3.78082
C -4.23931 5.47027 4.03991
C -2.80211 5.54553 4.13403
O -2.30735 6.71348 4.62966
C -0.96161 6.81810 4.93825
C -0.07403 5.82470 4.49995
C 1.23013 5.79451 5.07240
C 1.59563 6.76935 5.98949
C 0.70802 7.81032 6.32793
C -0.58379 7.82414 5.81981
C -0.59633 4.80475 3.67912
C -1.95171 4.53091 3.72138
C -5.01653 6.63194 4.19182
C -6.37817 6.62167 3.98412
H -9.95006 6.33039 2.49004
H -9.16857 7.16288 3.87365
H -8.45611 7.28597 2.23287
H -6.80251 3.28220 3.33224
H -4.35232 3.31051 3.75743
H 1.89834 4.97943 4.77781
H 2.58590 6.72099 6.44439
H 1.03410 8.59424 7.01694
H -1.31570 8.57113 6.13602
H 0.11017 4.05950 3.34146
H -2.38545 3.58991 3.38667
H -4.54897 7.57376 4.45443
H -6.94310 7.55031 4.06120
*
```

Values from the calculation:
Kohn-Sham gap ... 2.32 eV
E ... -2361.8289 a.u.
E_LUMO ... -4.8 eV

A structure of composition C51H48N7O4S3V. Source: the OMol25 dataset; level of theory: ωB97M-V/def2-TZVPD.

ORCA input file:
```
! wB97M-V def2-TZVPD RIJCOSX def2/J DEFGRID3
* xyz 3 2
V -0.06826 -0.71196 0.08758
C 3.49672 1.19404 2.76771
C 2.24170 1.79930 2.24301
N 1.21761 1.14529 1.73116
C 0.29130 2.13089 1.40359
C 0.77133 3.36819 1.70738
N 1.99620 3.13469 2.23799
C 0.34427 4.79126 1.52520
O -0.83088 5.01033 0.96986
O 1.09856 5.65473 1.87501
C -0.99883 1.75040 0.83199
O -1.80434 2.50537 0.37096
O -1.14458 0.39227 0.83065
H 3.49553 0.14328 2.50164
H 3.55002 1.28417 3.85494
H 4.38150 1.67317 2.34600
H 2.58610 3.88688 2.57152
H -1.28790 4.17854 0.73281
N 1.40444 -1.04323 -0.81898
S 2.55687 -1.76983 -1.41349
N 2.77212 -3.25628 -0.85180
S 3.03449 -3.57332 0.65723
N 2.27704 -2.77689 1.75692
S 0.67961 -2.76597 2.02231
N -0.23149 -2.38948 0.87958
C 0.22108 -4.37381 2.59139
C 0.55791 -4.80062 3.87340
C 0.12135 -6.04628 4.29114
C -0.63744 -6.84194 3.43806
C -0.94864 -6.40434 2.15514
C -0.52454 -5.15874 1.72326
C 0.61919 -1.73164 3.44042
C -0.62135 -1.16228 3.69585
C -0.78916 -0.44583 4.86895
C 0.26321 -0.32671 5.76890
C 1.50162 -0.90086 5.49430
C 1.69204 -1.61512 4.32267
C 4.72073 -3.37245 1.11071
C 5.63635 -4.14847 0.40329
C 6.97668 -4.02214 0.71525
C 7.38082 -3.13445 1.70995
C 6.45040 -2.37044 2.40206
C 5.09796 -2.49010 2.11135
C 2.78841 -5.30302 0.66700
C 2.21665 -5.93178 -0.43250
C 2.03839 -7.30389 -0.37242
C 2.41924 -8.00647 0.76483
C 2.99256 -7.35163 1.85572
C 3.18655 -5.98293 1.81613
C 2.40454 -2.09026 -3.12581
C 1.78217 -1.09508 -3.86771
C 1.71258 -1.25369 -5.23972
C 2.26726 -2.37684 -5.84315
C 2.89349 -3.35934 -5.08223
C 2.97220 -3.22704 -3.70526
C 4.03831 -0.84548 -1.21416
C 5.24799 -1.38564 -1.64708
C 6.38831 -0.61438 -1.53008
C 6.30724 0.67361 -1.00360
C 5.08771 1.19921 -0.59330
C 3.93103 0.43918 -0.69817
H 1.13442 -4.17555 4.54492
H 0.36382 -6.39133 5.28827
H -0.99636 -7.80509 3.77945
H -1.53032 -7.03611 1.49464
H -0.76360 -4.79188 0.73159
H -1.43506 -1.27491 2.99187
H -1.74715 0.01034 5.08692
H 0.11476 0.21000 6.69868
H 2.31488 -0.80266 6.20257
H 2.64883 -2.06576 4.09227
H 5.30696 -4.83970 -0.36681
H 7.70887 -4.62229 0.18919
H 8.43358 -3.04755 1.95415
H 6.77479 -1.69012 3.18097
H 4.35122 -1.92270 2.64594
H 1.94246 -5.36030 -1.31059
H 1.61097 -7.82934 -1.21921
H 2.27774 -9.08101 0.80233
H 3.30346 -7.91285 2.72981
H 3.64890 -5.45992 2.64883
H 1.35742 -0.22423 -3.38255
H 1.23342 -0.49194 -5.84173
H 2.21828 -2.48555 -6.92007
H 3.32830 -4.22687 -5.56308
H 3.44850 -3.98558 -3.09754
H 5.29483 -2.38149 -2.07594
H 7.34115 -1.00703 -1.86645
H 7.20406 1.27921 -0.93093
H 5.03605 2.20919 -0.20207
H 2.96693 0.82558 -0.39412
C -4.20981 -4.37172 -1.64485
N -3.69255 -2.96951 -1.68070
C -4.13226 -2.18607 -0.47753
C -2.17919 -2.90166 -1.84849
C -1.78996 -1.56519 -2.42516
C -2.26273 -1.25729 -3.70596
C -2.03153 -0.01793 -4.27659
C -1.31130 0.93387 -3.56350
C -0.81696 0.62181 -2.30828
C -1.04439 -0.62703 -1.70880
H -5.29360 -4.35181 -1.56590
H -3.78667 -4.87393 -0.77774
H -3.91582 -4.88487 -2.55660
H -4.08874 -2.50602 -2.49513
H -3.76226 -2.69615 0.40928
H -5.21721 -2.13369 -0.45776
H -3.70912 -1.18625 -0.53743
H -1.88670 -3.72533 -2.49891
H -1.75330 -3.04740 -0.86427
H -2.81954 -2.00118 -4.27860
H -2.41475 0.20981 -5.26420
H -1.13202 1.91560 -3.98942
H -0.25063 1.39013 -1.78515
*
```

Values from the calculation:
Kohn-Sham gap (spin up / spin down) ... 8.26 / 8.62 eV
E ... -4794.0652 a.u.
E_LUMO (spin up / spin down) ... -7.6 / -7.3 eV